Record 1
The molecule C4H8O2, computed with ωB97M-V/def2-TZVPD.

Structure (XYZ):
```
14
Properties=species:S:1:pos:R:3:forces:R:3:nbo_charge:R:1
C 0.8281 0.4776 1.2668 -0.07 0.52 0.33 -0.327
H -0.1925 1.6310 -0.4095 0.15 -0.10 0.26 0.152
C -0.3590 0.9350 0.4509 -0.22 0.06 0.15 -0.510
C 0.5253 -1.1339 -0.3187 0.10 -0.06 -0.25 -0.080
O -1.5052 -0.3890 -1.3668 -0.04 0.30 -0.07 -0.726
H -1.0986 1.3899 1.1137 -0.06 -0.02 -0.09 0.229
H 0.6507 -1.9633 0.3813 0.15 0.32 -0.26 0.228
H 1.8446 0.4844 -0.6523 -0.59 -0.74 0.25 0.495
H 0.6859 -1.4337 -1.3506 -0.03 -0.04 -0.10 0.202
H 1.4906 1.2650 1.6263 0.09 0.17 -0.26 0.146
H -1.4388 -0.9242 0.6372 0.33 0.01 -0.25 0.180
H -2.2262 0.2508 -1.3069 0.11 -0.15 -0.02 0.473
C -0.8260 -0.4082 -0.1199 0.39 -0.06 0.26 0.062
O 1.6210 -0.1816 0.0485 -0.31 -0.23 0.04 -0.523
```
Forces are in eV/Å.

* total charge: 0
* 2S+1: 1
* HOMO-LUMO gap: 7.71 eV
* energy above the lowest of the compared OMol25 structures with the same formula, charge and spin: 481.6 kJ/mol

=====

Record 2
A structure of composition C16H24ClNOPd, computed with ωB97M-V/def2-TZVPD.

Structure (XYZ):
```
44
Properties=species:S:1:pos:R:3:forces:R:3:nbo_charge:R:1
O 0.1204 -0.0044 3.5523 1.15 1.06 4.71 -0.729
H -0.8277 1.9890 -6.8756 0.04 -0.03 -0.01 0.234
H 3.0418 0.4367 2.1938 0.04 0.11 -0.03 0.273
H 1.7137 -1.3358 3.6876 0.45 -0.49 -0.83 0.238
C 2.4331 -0.3681 1.8167 0.02 0.45 -0.16 -0.198
H -2.3839 -1.1831 -0.3405 -0.06 -0.02 -0.07 0.281
H 1.0502 -2.3318 -0.4927 0.02 -0.06 -0.08 0.282
H 0.0696 -0.4258 -7.1716 0.01 0.05 0.00 0.234
H 0.4698 -3.0401 2.0299 0.03 -0.11 0.01 0.264
C -2.1304 1.1262 2.0463 0.25 0.31 -0.09 -0.198
H -2.3633 1.4925 -0.1360 -0.03 0.08 -0.14 0.282
C 0.0317 -0.5287 -6.0859 -0.02 -0.08 0.05 -0.640
C -0.8843 0.6561 5.6467 -0.16 0.26 0.44 -0.743
C -2.1447 -1.1491 1.8771 0.10 -0.47 -0.43 -0.194
H 2.0490 -1.2057 5.4471 -1.04 0.94 -1.29 0.438
H -0.9296 1.7093 5.3287 0.01 -0.25 0.51 0.274
C 0.2584 0.8249 -5.4470 0.01 0.01 -0.13 0.100
Pd -0.0073 -0.0152 1.3767 0.01 0.48 -0.80 0.823
Cl 0.1797 0.5694 -3.5996 0.00 -0.02 0.04 -0.201
H -2.1070 2.1234 2.4508 0.03 0.13 0.03 0.270
H -1.9662 -0.1513 3.8626 -0.61 -0.06 -0.53 0.254
C -2.2716 0.7924 0.6758 0.12 0.05 -0.10 -0.158
H -1.9201 0.2663 5.6786 0.55 -0.21 -0.94 0.276
C 1.3799 -1.8270 0.3997 -0.27 -0.22 0.04 -0.204
H -0.6887 2.7602 -5.2942 0.04 0.08 0.02 0.222
H -0.6568 0.4977 6.6836 0.47 0.75 0.62 0.260
C 1.6353 1.3741 -5.7541 0.07 0.03 0.07 -0.640
C -2.0492 -0.0722 2.7918 -1.25 -0.12 0.22 -0.078
H 0.7966 -1.2396 -5.7842 0.09 -0.04 0.01 0.220
C 2.2226 -0.6948 0.4520 -0.03 0.11 -0.06 -0.160
H -2.1233 -2.1957 2.1317 -0.10 -0.06 0.01 0.264
C -2.2744 -0.6158 0.5686 0.12 -0.37 -0.06 -0.206
C 1.7268 -1.2994 2.6115 0.99 -0.83 0.28 -0.066
H 1.8030 2.3215 -5.2484 -0.01 0.09 0.02 0.222
H 1.7263 1.5398 -6.8289 -0.05 -0.02 -0.01 0.234
C 1.0813 -2.2042 1.7341 -0.46 -0.38 -0.42 -0.195
H 1.1080 -0.7394 6.5858 -1.02 0.77 0.53 0.430
H -0.9404 -0.9333 -5.8161 -0.09 -0.01 0.00 0.220
C 0.1900 0.0041 4.8288 0.95 -2.08 -0.68 0.748
H -1.8154 1.4230 -5.5268 -0.08 -0.06 0.00 0.220
C -0.8366 1.8092 -5.7994 -0.06 0.05 0.08 -0.640
H 2.4135 0.6789 -5.4499 0.05 -0.08 0.00 0.220
H 2.6413 -0.1822 -0.3970 0.05 0.08 -0.11 0.284
N 1.1780 -0.6539 5.5906 -0.31 0.21 -0.72 -0.813
```
Forces are in eV/Å.

* total charge: +2
* 2S+1: 5
* HOMO-LUMO gap (spin up / spin down): 8.95 / 4.77 eV

=====

Record 3
The molecule C3H2FNO2, computed with ωB97M-V/def2-TZVPD.

Structure (XYZ):
```
9
Properties=species:S:1:pos:R:3:forces:R:3:nbo_charge:R:1
C 1.3373 -0.2585 -0.1054 -0.34 -0.59 -0.25 -0.089
H -2.5134 0.3338 1.1325 1.64 -0.42 0.19 0.515
O 0.4766 -0.4841 1.0091 1.10 0.39 -0.74 -0.406
C -0.6795 -0.0298 0.5818 -1.14 0.19 0.89 0.781
H 2.3385 -0.7029 -0.0635 -0.71 0.53 0.04 0.227
C 0.5308 0.2358 -1.0876 0.85 -0.78 0.72 0.488
N -0.7629 0.3692 -0.6256 0.37 0.70 -1.64 -0.568
F 0.9093 0.5014 -2.3477 -0.67 0.00 0.97 -0.294
O -1.6368 0.0352 1.5065 -1.08 0.00 -0.20 -0.653
```
Forces are in eV/Å.

* total charge: 0
* 2S+1: 1
* HOMO-LUMO gap: 9.81 eV
* energy above the lowest of the compared OMol25 structures with the same formula, charge and spin: 3.9 kJ/mol

=====

Record 4
A cluster of 7 separate species, C20H35BrF2N3O28PS6 in total, computed with ωB97M-V/def2-TZVPD.

Structure (XYZ):
```
96
Properties=species:S:1:pos:R:3:forces:R:3:mulliken_charge:R:1
N -0.3377 -2.6974 -0.7911 0.06 -0.06 0.27 -0.731
C 2.9265 2.2819 5.6666 0.10 -0.01 0.42 -0.234
H -1.2346 0.4906 -7.9184 -0.01 0.00 0.02 0.291
O -7.1237 -0.2527 5.3843 -0.03 -0.07 -0.14 -0.316
O 2.6698 -0.9267 -7.4249 0.04 0.00 -0.06 -0.559
C 5.7189 -1.4755 -0.3339 0.25 0.06 -0.01 -0.379
O 2.5245 3.2273 8.7495 0.15 0.06 0.04 -0.525
S 2.8863 0.0629 4.5571 0.11 0.10 0.13 0.842
O -1.1496 -7.4499 -10.3367 0.02 -0.05 -0.01 -0.539
H -0.8099 -3.1990 -10.4050 -0.13 -0.05 -0.09 0.273
O -4.7289 -0.4909 4.9720 0.03 -0.05 0.11 -0.509
O -1.5361 -5.0763 -10.9047 0.03 0.10 -0.15 -0.330
O -2.7781 0.5550 -3.4995 -0.17 0.57 -1.00 -0.499
P 0.6749 1.8377 0.7927 -0.98 0.96 0.29 0.614
H -0.3503 1.8549 8.3196 -0.01 -0.01 0.02 0.209
C -1.4036 0.5326 -0.4552 0.08 1.11 0.17 -2.526
H 4.3714 2.5840 4.0749 -0.01 -0.01 0.00 0.252
O 2.6474 -0.9709 5.4957 0.02 -0.11 -0.09 -0.633
C -0.7028 2.8317 8.6545 0.05 -0.26 0.00 -0.256
S 1.4214 4.0011 9.2045 -0.13 -0.08 -0.01 1.090
H -0.1200 3.8315 0.5039 -0.07 0.06 0.09 0.258
H 0.3389 -1.6471 1.4385 -0.10 0.08 -0.01 0.594
H 6.6369 -1.3182 -0.9017 0.01 0.01 0.02 0.290
H -7.6905 1.9686 3.0454 0.11 0.09 0.07 0.324
O 1.5743 5.3756 9.5086 0.09 0.02 -0.06 -0.545
H 1.6850 -2.3483 -0.5396 -0.04 0.02 -0.01 0.484
S 4.2756 0.3735 -1.1468 0.02 -0.07 0.17 0.986
C -0.4040 1.3003 -2.5340 0.27 -0.17 -0.10 0.365
S -0.8953 -6.4707 -11.3318 0.01 0.01 0.01 1.090
H -0.4473 1.9041 -7.1750 0.18 0.02 -0.05 0.319
O 0.6225 1.1439 -3.0966 -0.48 0.16 0.16 -0.419
N -1.1438 0.2545 -1.8851 -0.25 0.09 0.11 0.859
C -1.3073 0.1026 1.8315 -0.47 0.16 0.26 -0.067
H -1.6901 3.0255 8.2465 0.05 0.14 -0.05 0.336
O 0.8331 -1.8191 -8.7980 -0.02 -0.12 -0.06 -0.455
O 0.8240 0.5396 -8.0720 0.07 0.10 0.09 -0.380
O -2.6337 -0.0475 -0.0320 0.14 0.26 0.05 -0.420
C 4.2863 2.0737 5.0360 -0.07 0.19 -0.23 -0.336
H -1.4021 -0.9619 2.0483 0.22 -0.01 -0.13 0.521
O 2.7231 -0.1723 3.1621 -0.06 -0.09 -0.03 -0.217
N -0.1965 3.0849 1.1846 0.13 -0.15 -0.17 -0.758
H -1.2374 -2.2389 -0.8194 0.00 0.00 -0.14 0.222
H -7.0405 0.3452 2.7072 -0.01 -0.01 0.01 0.249
F -2.6999 -1.2756 -2.3285 -0.43 -0.75 0.28 -0.203
Br -0.8522 0.8597 3.5289 -0.04 0.13 0.04 -0.100
C -7.2464 1.0808 3.4862 -0.04 -0.21 -0.17 -0.304
C 5.5745 -0.4824 0.8032 -0.17 -0.19 0.18 -0.080
O 0.6314 -6.0265 -11.2132 0.04 -0.01 0.13 -0.323
H -0.9331 2.0671 10.6870 0.15 -0.03 0.04 0.299
H 4.8136 -0.7892 1.5233 0.00 0.00 -0.02 0.067
H 1.2802 1.9773 -0.4570 0.27 -0.32 0.02 0.058
C -0.3307 0.2977 0.6358 0.04 -1.67 0.42 2.270
O 4.8431 1.0339 -2.2623 -0.02 0.06 0.00 -0.612
C -2.6916 0.4153 1.3021 0.04 0.13 -0.30 -0.023
H 5.1046 2.3731 5.6839 0.03 -0.18 0.05 0.342
O 0.7555 3.2313 10.4261 -0.03 -0.13 -0.03 -0.312
C -2.2822 -0.0780 -2.6436 0.67 -0.18 0.62 0.420
C 0.6189 -0.9526 0.6466 0.43 0.32 -0.61 -1.087
H 2.9185 2.0107 6.7210 0.05 0.06 0.01 0.233
C 0.7358 -4.6051 -11.0231 -0.01 0.20 -0.17 -0.263
O 2.8931 0.5184 -0.8443 0.12 -0.03 -0.24 -0.182
O -1.2286 -6.7154 -12.6885 -0.06 -0.02 -0.01 -0.534
O 5.1295 0.7214 0.1502 0.20 0.03 -0.09 -0.333
O 2.0715 1.3637 4.9563 0.07 0.08 -0.30 -0.249
H -1.1587 -0.1737 -5.5680 0.01 -0.14 -0.06 0.221
S 1.2976 -0.9488 -7.7727 0.01 0.00 0.03 1.060
O 0.2103 3.8406 8.1842 -0.12 0.11 0.04 -0.281
O 0.3969 -1.1878 -6.4841 -0.14 -0.04 -0.06 -0.319
H 1.6306 -4.3807 -10.4507 0.01 -0.15 0.04 0.266
H 0.9225 -1.0982 -1.4981 0.00 0.00 0.07 0.214
H 6.5105 -0.2827 1.3164 0.01 0.14 -0.07 0.353
H -1.5787 1.6197 -0.3848 0.04 -0.03 -0.19 1.112
O -6.0107 1.4381 4.1188 -0.10 0.16 0.11 -0.242
H -8.5043 1.2761 5.2469 0.00 0.01 -0.02 0.289
H 0.7920 -4.1244 -12.0009 -0.02 0.00 0.00 0.298
H -0.2369 -3.2772 -1.6120 -0.06 0.07 -0.07 0.285
H 2.5485 3.2929 5.5485 -0.14 -0.07 -0.13 0.360
O 4.5946 -1.1824 -1.1825 -0.04 -0.09 0.07 -0.341
C 0.7692 -1.7583 -0.6377 -0.02 -0.12 -0.07 -0.433
O 4.3476 0.6522 4.8078 0.00 0.03 0.17 -0.356
H 1.6173 -0.5985 0.9121 -0.07 0.00 0.04 -0.111
H -0.4771 -4.4906 -9.2302 0.03 0.03 0.00 0.301
S -5.7012 0.4712 5.3431 0.05 -0.02 -0.09 1.108
C -8.0756 0.4968 4.6143 -0.10 0.21 0.06 -0.332
C -0.6357 2.9704 10.1629 -0.20 0.14 0.00 -0.302
H 0.4617 0.5411 -5.3573 0.03 0.01 -0.02 0.032
H 1.6350 1.4210 1.7189 0.21 -0.10 -0.15 -0.140
H -8.8594 -0.1712 4.2696 0.08 -0.12 0.05 0.298
C -0.3768 0.8329 -7.3372 -0.28 -0.12 -0.06 -0.339
O -5.5323 1.2681 6.5062 0.09 0.02 0.02 -0.560
C -0.5375 -4.2425 -10.2904 0.09 0.01 0.31 -0.220
F -0.9999 2.4898 -2.4402 0.18 -0.07 0.09 -0.268
H 5.6577 -2.5096 -0.0087 -0.15 -0.01 -0.06 0.332
C -0.2112 0.0448 -6.0538 0.07 0.21 0.09 0.097
H -1.2224 3.8174 10.5200 -0.01 0.00 -0.02 0.290
O -3.6557 0.9084 1.7667 -0.01 -0.32 0.13 -0.596
```
Forces are in eV/Å.

* total charge: 0
* 2S+1: 1
* HOMO-LUMO gap: 9.25 eV